The following is a DFT calculation (ωB97M-V with the def2-TZVPD basis set) of a cluster of 2 separate species, C3H10NO in total at a distorted geometry.

Atoms and positions in Å:
C: -0.9578 1.9827 0.4255
N: -1.7632 1.9612 -0.5533
H: -1.0674 1.2933 1.3467
H: -0.1626 2.7316 0.6031
H: -2.0677 2.7397 -1.1685
H: -2.3987 1.2359 -0.3720
C: 0.3323 -1.5842 0.1089
O: 0.6627 -2.8926 -0.0827
C: 1.4762 -0.6640 0.0407
H: 0.0320 -1.5573 1.1087
H: -0.3926 -1.2602 -0.6044
H: 0.8169 -2.9170 -0.9982
H: 2.3876 -0.9624 0.4889
H: 1.1717 0.3052 0.5741
H: 1.9306 -0.4119 -0.9176

Calculated values
Gap between HOMO and LUMO: 7.30 eV
Charge: +1
HOMO energy: -13.51 eV

Here are the natural (NBO) charges for atoms 1 to 8, given in e: C 0.162; N -0.588; H 0.257; H 0.246; H 0.476; H 0.433; C -0.078; O -0.668